(1)
This record from the OMol25 dataset describes a 2-piece molecular cluster, C5H10N2 overall. The level of theory is the ωB97M-V functional and the def2-TZVPD basis.

Structure (XYZ):
```
17
Properties=species:S:1:pos:R:3:forces:R:3
C 1.141685 1.527452 -0.649214 -0.42 -0.50 1.06
C 0.145177 1.269927 0.199374 -3.22 -1.02 -2.62
N -1.014952 0.152485 -0.122640 2.90 2.17 0.40
C -1.293031 -0.082882 -1.531138 0.03 0.42 -0.53
H 1.433388 0.843422 -1.430605 -0.05 -0.02 -0.13
H 1.785216 2.362993 -0.418559 0.08 0.04 -0.08
H -0.275789 1.977731 0.894296 0.50 -0.18 0.53
H -1.851134 0.426885 0.377457 0.28 0.01 0.19
H -0.782190 0.627866 -2.188659 0.22 -0.06 0.22
H -2.346666 0.102056 -1.739064 -0.15 -0.38 0.08
H -1.000267 -1.084687 -1.845084 -0.10 -0.04 0.10
C 0.391940 -0.574956 2.449324 -2.34 -1.00 -3.38
C 0.283949 -0.885639 1.182799 2.77 -1.27 5.94
N 1.085778 -1.761084 0.440871 -0.32 0.38 -1.98
H -0.395509 -0.351540 3.153079 0.35 0.91 0.23
H 0.693170 -2.691434 0.360004 -0.22 0.24 -0.02
H 1.999234 -1.858593 0.867757 -0.29 0.30 0.02
```
Forces are in eV/Å.

Values from the calculation:
- E: -8321.0723 eV
- Charge: 0
- Energy above the lowest of the compared OMol25 structures with the same formula, charge and spin: 604.1 kJ/mol
- SMILES string: C=CNC.C#CN

---

(2)
This record from the OMol25 dataset describes C43H56N2NbO3S2 as an isolated structure. The level of theory is the ωB97M-V functional and the def2-TZVPD basis.

Structure (XYZ):
```
107
Properties=species:S:1:pos:R:3:forces:R:3
C -0.843130 -5.625124 3.160291 -0.39 -0.32 0.20
C -0.766180 -6.449705 1.721188 -0.69 -0.01 0.33
O 0.084578 -5.796425 0.712720 -1.58 0.36 0.68
C -0.504340 -4.521492 0.247975 -0.05 1.03 0.00
C 0.582370 -3.305719 0.576455 1.27 -0.92 -0.94
O 0.160851 -1.991564 0.053549 -1.47 -1.34 2.84
Nb -1.277998 -1.092134 1.378206 2.37 1.40 -1.68
C 0.394233 0.054061 2.515118 0.77 -0.25 1.88
C 0.544548 -0.451863 4.077208 -0.16 0.46 -0.03
O 1.748001 0.190440 4.699126 -0.63 -1.58 1.34
C -2.778720 -0.184805 2.835032 -1.38 0.39 0.60
C -4.131295 -1.072907 3.091222 -0.92 0.68 1.23
C -3.873882 -2.628812 3.535591 0.13 -0.64 -1.57
S -4.674358 -3.093095 5.197443 1.85 -1.09 0.04
C -3.514885 -4.468770 5.842048 1.36 -0.95 0.05
S -3.969232 -6.113251 5.946433 0.84 3.47 -0.06
N -2.085749 -4.073841 6.259636 2.22 1.04 0.39
C -1.042570 -4.983314 6.888296 3.29 4.16 -0.26
C 0.274277 -4.011660 7.051642 -4.63 -0.57 -1.43
N 0.025960 -2.585795 6.554587 -6.20 -5.83 -0.56
C -1.427931 -2.708849 6.075450 3.07 -1.14 1.46
H -1.966606 -5.261412 3.291260 2.49 -0.65 -0.06
H -0.124333 -4.702052 3.210682 -1.46 -1.75 -0.37
H -0.550003 -6.324005 4.079098 -0.77 1.40 -2.03
H -0.405529 -7.560119 1.921838 -0.38 2.45 -0.67
H -1.851817 -6.526225 1.255636 2.03 0.10 1.07
H -0.682658 -4.518137 -0.929050 0.51 -0.23 2.44
H -1.557145 -4.348685 0.752117 2.20 -0.13 -0.88
H 1.569053 -3.609547 -0.022966 -1.98 0.49 1.14
H 0.915809 -3.284738 1.714479 -1.02 -0.03 -2.31
H -1.427562 0.281138 0.183624 0.07 0.31 -0.48
H -2.540448 -2.094435 0.557474 -0.76 -0.52 0.45
H -0.946360 -2.475544 2.506060 -0.02 -0.41 0.34
H 1.456631 -0.104687 1.997975 -2.29 0.41 1.00
H 0.063461 1.188890 2.452477 0.84 -2.08 0.31
H -0.362843 -0.129055 4.771313 1.56 -0.68 -1.68
H 0.665113 -1.610949 4.184183 -0.26 2.19 -0.53
H 1.910944 -0.297696 5.577756 -0.55 1.03 -1.94
H -2.340289 0.113089 3.886989 -0.76 -0.58 -2.01
H -3.142677 0.840361 2.342502 0.77 -2.01 0.94
H -4.703208 -0.552698 4.000641 0.98 -1.11 -1.81
H -4.907445 -1.039273 2.189531 1.98 -0.19 1.81
H -2.751557 -2.944533 3.631608 -2.04 0.87 -0.48
H -4.405257 -3.306476 2.716270 1.35 1.24 1.86
H -1.113277 -6.130594 7.180940 -0.29 3.03 -0.95
H 1.309284 -4.349343 7.479728 -2.34 0.81 -0.93
H -1.977445 -1.795687 5.579821 1.09 -2.27 1.16
C -0.420218 -0.684638 -3.220870 0.03 0.03 -0.10
C -1.243399 -1.157012 -4.242634 0.07 0.22 -0.02
C -1.657838 -0.296999 -5.259210 0.12 0.10 0.10
C -1.240540 1.034308 -5.259284 0.05 -0.15 0.12
C -0.414269 1.505685 -4.239496 -0.03 -0.17 0.01
C -0.007419 0.647960 -3.217867 -0.09 -0.07 -0.19
H -0.100214 -1.354331 -2.426923 -0.09 0.12 0.02
H -1.562910 -2.196140 -4.246223 0.03 0.15 0.03
H -2.304712 -0.663678 -6.051559 0.07 0.05 0.08
H -1.559420 1.703434 -6.054078 0.02 -0.07 0.09
H -0.087837 2.542791 -4.240596 -0.08 -0.12 0.02
H 0.631789 1.016934 -2.420585 -0.12 -0.09 -0.07
C -0.662624 7.289114 -5.736630 0.18 -0.12 -0.02
C 0.417454 7.418597 -4.864030 -0.04 -0.14 -0.07
C 1.277181 6.341124 -4.652529 -0.14 -0.04 -0.14
C 1.062249 5.136051 -5.321945 -0.08 0.16 -0.01
C -0.015696 5.007822 -6.197431 0.00 0.13 0.07
C -0.880829 6.082401 -6.401806 0.20 0.03 0.12
H -1.334417 8.127985 -5.898596 0.10 -0.10 0.02
H 0.588852 8.359831 -4.347707 -0.03 -0.14 -0.07
H 2.114757 6.440209 -3.967429 -0.12 -0.02 -0.10
H 1.734978 4.297812 -5.160991 -0.11 0.11 -0.02
H -0.182095 4.069150 -6.720267 0.03 0.13 0.10
H -1.723696 5.980382 -7.079711 0.10 0.01 0.07
C 4.754655 -1.885439 -4.204990 -0.04 0.08 0.18
C 5.846750 -1.235137 -3.631227 -0.13 0.01 0.07
C 5.719713 -0.625611 -2.383369 -0.18 -0.11 -0.07
C 4.502000 -0.675014 -1.704215 0.06 -0.06 -0.18
C 3.410966 -1.328593 -2.276370 0.05 0.01 -0.05
C 3.535438 -1.930108 -3.528422 0.21 0.08 0.06
H 4.853092 -2.357413 -5.179049 -0.01 0.06 0.12
H 6.797503 -1.202622 -4.157437 -0.13 0.00 0.06
H 6.568951 -0.113205 -1.939582 -0.10 -0.07 -0.05
H 4.404183 -0.204288 -0.729556 -0.01 -0.09 -0.12
H 2.462535 -1.368400 -1.746234 0.10 0.00 -0.03
H 2.683705 -2.434428 -3.976304 0.09 0.08 0.08
C -5.204898 6.837179 -4.718172 -0.01 0.14 0.18
C -3.923913 7.180966 -4.287298 -0.13 0.04 0.03
C -3.758161 7.964575 -3.145680 -0.21 -0.03 -0.05
C -4.874307 8.396542 -2.428645 0.00 -0.10 -0.17
C -6.155172 8.049563 -2.857459 0.12 -0.04 -0.09
C -6.321217 7.273711 -4.004379 0.19 0.04 0.04
H -5.333795 6.229314 -5.609871 0.02 0.07 0.13
H -3.054003 6.838569 -4.842194 -0.19 0.03 0.16
H -2.760157 8.237890 -2.814017 -0.12 -0.07 -0.04
H -4.745161 9.003122 -1.536180 -0.02 -0.09 -0.12
H -7.024813 8.384920 -2.297629 0.13 -0.05 -0.09
H -7.319420 7.008213 -4.341259 0.13 0.02 0.06
C 4.899050 -1.933829 4.339862 0.21 0.06 -0.18
C 4.705820 -0.661216 3.803311 0.10 0.10 0.03
C 5.596242 -0.161427 2.853485 0.12 -0.30 0.06
C 6.675406 -0.939071 2.432548 -0.13 -0.04 0.12
C 6.866449 -2.213201 2.966386 -0.09 0.08 0.05
C 5.981262 -2.709292 3.923088 -0.05 0.19 -0.06
H 4.206825 -2.321646 5.082603 0.06 0.06 -0.12
H 3.860980 -0.058053 4.126305 0.07 -0.16 -0.13
H 5.449218 0.832851 2.440559 -0.01 -0.13 0.05
H 7.366640 -0.551689 1.688744 -0.08 -0.07 0.08
H 7.706572 -2.819725 2.637033 -0.12 0.08 0.04
H 6.133550 -3.699762 4.342810 -0.02 0.10 -0.07
```
Forces are in eV/Å.

Values from the calculation:
- E: -77828.5657 eV
- Charge: -1
- Energy above the lowest of the compared OMol25 structures with the same formula, charge and spin: 455.3 kJ/mol

---

(3)
This record from the OMol25 dataset describes the molecule C11H18O. The level of theory is the ωB97M-V functional and the def2-TZVPD basis.

Structure (XYZ):
```
30
Properties=species:S:1:pos:R:3:forces:R:3
C 0.521309 1.424740 -1.641871 -0.94 -0.01 0.55
C -0.437637 0.760711 -0.640827 -0.57 1.05 1.75
C -1.889739 1.095293 -1.004242 0.25 0.02 1.32
C -0.091211 1.200681 0.869080 -0.94 1.54 -1.22
C -0.959050 0.371798 1.759902 1.90 -2.78 0.31
C -1.038597 -1.036380 0.968014 -0.18 1.55 -0.16
C -0.312864 -0.737052 -0.352352 4.78 1.56 2.94
C -0.304469 -1.664226 -1.466896 -0.78 1.56 -2.69
C 1.410819 -0.512466 0.364917 -2.37 -2.47 -0.65
C 2.142674 -1.708919 0.859607 -0.95 0.02 2.11
O 2.519692 -1.033085 -0.288556 0.21 0.10 -2.62
C 1.348538 0.778601 1.078064 0.24 2.39 -1.15
H 0.253379 1.030049 -2.630809 0.59 0.14 0.03
H 1.541672 1.188727 -1.307115 -0.15 0.44 -0.85
H 0.274594 2.533761 -1.647986 0.66 -1.25 0.06
H -2.001551 1.980651 -1.630538 -0.02 -0.73 -0.93
H -2.384753 1.468460 -0.117897 -0.36 -0.23 0.54
H -2.339101 0.120432 -1.222836 -0.65 0.81 -0.93
H -0.369872 2.257151 1.092497 0.84 -0.33 -0.46
H -1.873953 0.817574 1.971471 -1.84 0.52 0.12
H -0.432251 0.259570 2.754093 -0.69 -0.10 -0.91
H -0.544599 -1.830757 1.561806 -0.73 0.15 -0.61
H -2.061212 -1.225685 0.632533 -0.25 -0.53 0.83
H -0.357321 -2.669504 -1.228376 0.59 -2.10 0.76
H 0.584335 -1.374881 -2.074075 -0.65 -0.79 0.06
H -1.241321 -1.567176 -2.112366 1.03 0.33 0.55
H 2.912070 -1.459576 1.584948 -0.31 -0.62 0.70
H 1.624495 -2.717935 0.989622 0.99 1.17 -1.09
H 2.033712 1.622953 0.776041 -0.32 -1.21 -0.04
H 1.472211 0.626490 2.104147 0.61 -0.17 1.67
```
Forces are in eV/Å.

Values from the calculation:
- E: -13743.2771 eV
- Charge: 0
- Energy above the lowest of the compared OMol25 structures with the same formula, charge and spin: 327.0 kJ/mol
- SMILES string: CC1(C)[C@H]2CC[C@]1(C)[C@]1(CO1)C2

---

(4)
This record from the OMol25 dataset describes an isolated ion of composition CHN4OS and charge +1. The level of theory is the ωB97M-V functional and the def2-TZVPD basis.

Structure (XYZ):
```
8
Properties=species:S:1:pos:R:3:forces:R:3
H 1.249363 -0.227408 0.218144 0.46 -0.19 -1.00
N 0.528261 0.400274 0.525479 2.15 0.36 1.61
N -0.533879 0.544120 0.105991 -1.54 -0.45 -0.15
N -1.679701 0.595297 0.128988 0.29 0.09 0.01
S -3.067081 1.477096 -0.091211 -0.42 0.42 -0.42
C -3.983923 0.112720 0.154982 -1.71 0.47 0.13
N -4.968728 -0.532775 0.082044 2.07 -1.11 -0.43
O -5.636976 -1.486015 -0.058474 -1.30 0.41 0.26
```
Forces are in eV/Å.

Values from the calculation:
- E: -19880.8585 eV
- Charge: +1
- Energy above the lowest of the compared OMol25 structures with the same formula, charge and spin: 186.0 kJ/mol
- SMILES string: [H]/N=N/[N+]#S#CN=O

---

(5)
This record from the OMol25 dataset describes a 2-piece molecular cluster, C9H15N2O2 overall. The level of theory is the ωB97M-V functional and the def2-TZVPD basis.

Structure (XYZ):
```
28
Properties=species:S:1:pos:R:3:forces:R:3
C -2.945542 -0.513382 3.810048 -0.25 1.61 -1.79
C -3.133269 0.124811 2.794334 0.45 -1.95 1.31
C -0.807868 -1.109847 -2.015606 3.60 0.38 1.01
C 0.644561 -1.288102 -2.589112 -1.85 -0.63 1.17
C 0.565883 -0.611277 -0.254738 -1.77 -0.79 -1.80
C -3.523683 2.345238 1.760620 3.82 -1.19 -2.07
C 2.462242 0.136843 -1.403417 0.77 2.08 -3.18
C 3.279849 0.230292 -0.178563 -0.15 1.81 3.47
C -3.095313 0.832700 1.556475 -0.87 1.30 0.78
N -0.658931 -0.686668 -0.767357 0.12 -0.48 -0.98
N 1.492346 -0.940416 -1.319468 0.96 -1.77 0.49
O 3.593641 -1.096753 0.272098 1.90 0.51 0.76
O -2.593508 0.355656 0.547833 -1.07 1.06 0.77
H -2.715222 -0.874095 4.762022 -0.03 -0.61 0.82
H -1.644435 -1.191898 -2.622764 -1.59 0.12 -0.36
H 0.800746 -2.326610 -2.905259 0.40 0.23 0.38
H 0.757910 -0.667531 -3.479301 0.77 0.43 0.46
H 0.875032 -0.277570 0.668244 0.31 0.55 1.56
H -3.049977 2.702073 0.787782 -0.83 0.54 1.31
H -2.866814 2.649267 2.634108 -1.05 -0.02 -0.96
H -4.537319 2.665521 1.840382 -0.73 -0.35 0.22
H 3.136545 -0.111692 -2.230848 -0.04 -0.12 -0.06
H 1.971626 1.121698 -1.740895 0.52 -1.49 0.96
H 4.129338 0.927074 -0.242499 0.17 -0.75 -0.84
H 2.723770 0.839470 0.637646 0.31 -1.38 -0.94
H 2.114426 -1.747855 -0.947889 -1.28 0.92 -1.15
H 4.460543 -1.127535 0.813710 -2.20 0.24 -1.40
H -1.436578 -0.359411 -0.187586 -0.41 -0.25 0.06
```
Forces are in eV/Å.

Values from the calculation:
- E: -16639.1803 eV
- Charge: +1
- Energy above the lowest of the compared OMol25 structures with the same formula, charge and spin: 578.9 kJ/mol

---

Please write out number 3 again, unchanged.
This record from the OMol25 dataset describes the molecule C11H18O. The level of theory is the ωB97M-V functional and the def2-TZVPD basis.

Structure (XYZ):
```
30
Properties=species:S:1:pos:R:3:forces:R:3
C 0.521309 1.424740 -1.641871 -0.94 -0.01 0.55
C -0.437637 0.760711 -0.640827 -0.57 1.05 1.75
C -1.889739 1.095293 -1.004242 0.25 0.02 1.32
C -0.091211 1.200681 0.869080 -0.94 1.54 -1.22
C -0.959050 0.371798 1.759902 1.90 -2.78 0.31
C -1.038597 -1.036380 0.968014 -0.18 1.55 -0.16
C -0.312864 -0.737052 -0.352352 4.78 1.56 2.94
C -0.304469 -1.664226 -1.466896 -0.78 1.56 -2.69
C 1.410819 -0.512466 0.364917 -2.37 -2.47 -0.65
C 2.142674 -1.708919 0.859607 -0.95 0.02 2.11
O 2.519692 -1.033085 -0.288556 0.21 0.10 -2.62
C 1.348538 0.778601 1.078064 0.24 2.39 -1.15
H 0.253379 1.030049 -2.630809 0.59 0.14 0.03
H 1.541672 1.188727 -1.307115 -0.15 0.44 -0.85
H 0.274594 2.533761 -1.647986 0.66 -1.25 0.06
H -2.001551 1.980651 -1.630538 -0.02 -0.73 -0.93
H -2.384753 1.468460 -0.117897 -0.36 -0.23 0.54
H -2.339101 0.120432 -1.222836 -0.65 0.81 -0.93
H -0.369872 2.257151 1.092497 0.84 -0.33 -0.46
H -1.873953 0.817574 1.971471 -1.84 0.52 0.12
H -0.432251 0.259570 2.754093 -0.69 -0.10 -0.91
H -0.544599 -1.830757 1.561806 -0.73 0.15 -0.61
H -2.061212 -1.225685 0.632533 -0.25 -0.53 0.83
H -0.357321 -2.669504 -1.228376 0.59 -2.10 0.76
H 0.584335 -1.374881 -2.074075 -0.65 -0.79 0.06
H -1.241321 -1.567176 -2.112366 1.03 0.33 0.55
H 2.912070 -1.459576 1.584948 -0.31 -0.62 0.70
H 1.624495 -2.717935 0.989622 0.99 1.17 -1.09
H 2.033712 1.622953 0.776041 -0.32 -1.21 -0.04
H 1.472211 0.626490 2.104147 0.61 -0.17 1.67
```
Forces are in eV/Å.

Values from the calculation:
- E: -13743.2771 eV
- Charge: 0
- Energy above the lowest of the compared OMol25 structures with the same formula, charge and spin: 327.0 kJ/mol
- SMILES string: CC1(C)[C@H]2CC[C@]1(C)[C@]1(CO1)C2

---

What is the energy above the lowest of the compared OMol25 structures with the same formula, charge and spin in the fifth record?
578.9 kJ/mol